Entry i
Molecular formula: C5H15NO2
Method: DFT, wB97M-V/def2-TZVPD

Bonds (Å) are listed after each position.
Positions of all 23 atoms, in Å:
1 C -0.1302 1.3724 -0.9790  C2 1.517, C3 1.571, H8 1.085, H9 1.092
2 C -1.2726 0.9187 -1.8675  C1 1.517, H10 1.092, H11 1.088, H12 1.094
3 C 1.1428 0.5063 -1.2933  C1 1.571, N4 1.394, H13 1.097, H14 1.089
4 N 2.0075 0.6425 -0.2089  C3 1.394, C5 1.417
5 C 1.6218 0.0010 0.9940  N4 1.417, C6 1.528, H16 1.089, H17 1.125
6 C 1.0931 -1.4231 0.8264  C5 1.528, H18 1.084, H19 1.094, H20 1.088
7 O -1.4349 0.4144 1.5083  H15 0.959, H22 1.055
8 H -0.3798 1.2452 0.0689  C1 1.085
9 H 0.0973 2.4380 -1.0514  C1 1.092
10 H -1.5972 -0.0761 -1.5539  C2 1.092
11 H -2.1583 1.5488 -1.8148  C2 1.088
12 H -0.9458 0.8962 -2.9111  C2 1.094
13 H 0.7842 -0.5180 -1.4502  C3 1.097
14 H 1.6188 0.9237 -2.1797  C3 1.089
15 H -1.7111 0.3663 2.4250  O7 0.959
16 H 2.5108 0.0349 1.6214  C5 1.089
17 H 0.7646 0.6328 1.3573  C5 1.125
18 H 0.9796 -1.8715 1.8068  C6 1.084
19 H 1.7911 -2.0223 0.2338  C6 1.094
20 H 0.1518 -1.4336 0.2806  C6 1.088
21 H -2.4381 -2.5683 0.6982  O23 0.958
22 H -1.5219 -0.5423 1.0714  O7 1.055
23 O -1.8285 -1.8492 0.5302  H21 0.958

Calculated values
**Kohn-Sham gap**: 3.8 eV
**HOMO**: -7.549 eV

=====

Entry ii
Molecular formula: C5H15NO2
Method: DFT, wB97M-V/def2-TZVPD

Bonds (Å) are listed after each position.
Positions of all 23 atoms, in Å:
1 C -1.2434 -2.5907 0.4083  C2 1.589, H7 1.115, H8 1.037, H9 1.131
2 C -1.8201 -1.2930 1.1207  C1 1.589, C3 1.608, H10 1.086, H11 1.132
3 C -0.5247 -0.3681 1.3489  C2 1.608, C4 1.479, H12 1.054, H13 1.177
4 C -0.3563 0.6314 0.2713  C3 1.479, C5 1.366, H14 1.032
5 C -1.2419 0.8334 -0.7483  C4 1.366, N6 1.401, H15 1.160
6 N -1.0172 1.9152 -1.6098  C5 1.401, H16 1.055, H17 0.958
7 H -1.0285 -3.4128 1.1295  C1 1.115
8 H -0.5644 -2.4487 -0.3631  C1 1.037
9 H -2.0300 -3.0389 -0.2704  C1 1.131
10 H -2.5204 -0.8925 0.3945  C2 1.086
11 H -2.3527 -1.4429 2.1086  C2 1.132
12 H -0.5573 0.0846 2.2999  C3 1.054
13 H 0.3332 -1.1670 1.4536  C3 1.177
14 H 0.6005 1.0155 0.2311  C4 1.032
15 H -2.2717 0.4080 -1.0711  C5 1.160
16 H -1.9310 2.3031 -1.9679  N6 1.055
17 H -0.3309 2.4835 -1.2566  N6 0.958
18 O 5.2838 -3.5152 1.2187  H19 0.969, H20 0.944
19 H 4.8171 -2.6681 1.1576  O18 0.969
20 H 5.4255 -3.7152 2.1307  O18 0.944
21 O 1.0662 5.1775 -2.7192  H22 0.984, H23 0.981
22 H 1.8346 5.7778 -2.5902  O21 0.984
23 H 0.4297 5.9232 -2.6769  O21 0.981

Calculated values
**SMILES**: CCC/C=C/N.O.O
**Kohn-Sham gap**: 8.4 eV
**HOMO**: -7.647 eV

=====

entry ii takes first place; second place is 337.4 kJ/mol up.

=====

Entry i
Molecular formula: C2H10O2S2
Method: DFT, wB97M-V/def2-TZVPD

Bonds (Å) are listed after each position.
Positions of all 16 atoms, in Å:
1 C -0.2614 0.6786 -0.3287  S2 1.854, H5 1.084, H6 1.095, H7 1.087
2 S 0.8920 0.9303 -1.7582  C1 1.854, S3 2.133
3 S 2.4719 -0.4812 -1.5151  S2 2.133, C4 1.866
4 C 3.4134 0.6619 -0.3801  S3 1.866, H8 1.087, H9 1.079, H10 1.097
5 H -0.6688 -0.3181 -0.4554  C1 1.084
6 H -0.8841 1.5399 -0.5929  C1 1.095
7 H 0.1381 0.7456 0.6805  C1 1.087
8 H 2.9455 0.6477 0.6005  C4 1.087
9 H 3.5477 1.6758 -0.7248  C4 1.079
10 H 4.3949 0.1746 -0.3314  C4 1.097
11 O 0.4054 -2.1645 0.9333  H12 0.960, H13 0.967
12 H 1.1796 -2.3336 1.4750  O11 0.960
13 H 0.8535 -1.7816 0.1665  O11 0.967
14 O -6.1451 -0.1627 1.0850  H15 0.974, H16 0.951
15 H -5.5389 -0.3326 0.3421  O14 0.974
16 H -6.7438 0.5201 0.8036  O14 0.951

Calculated values
**SMILES**: CSSC.O.O
**Kohn-Sham gap**: 9.5 eV
**HOMO**: -9.107 eV

=====

Entry ii
Molecular formula: C2H10O2S2
Method: DFT, wB97M-V/def2-TZVPD

Bonds (Å) are listed after each position.
Positions of all 16 atoms, in Å:
1 C -1.4647 -0.3024 1.4255  S2 1.789, H5 1.104, H6 1.086, H7 1.079
2 S -2.0723 -1.1471 -0.0300  C1 1.789
3 S 1.9159 0.3769 -1.1726  C4 1.771
4 C 1.2859 -1.2545 -1.4538  S3 1.771, H8 1.121, H9 1.088, H10 1.086
5 H -2.3924 -0.3418 2.0232  C1 1.104
6 H -0.7202 -0.8876 1.9571  C1 1.086
7 H -1.2160 0.7402 1.3029  C1 1.079
8 H 0.2674 -1.1827 -0.9917  C4 1.121
9 H 1.2495 -1.4651 -2.5209  C4 1.088
10 H 1.9653 -1.9412 -0.9576  C4 1.086
11 H 1.3599 0.7140 0.9834  O13 0.973
12 H 1.9850 1.7568 1.9044  O13 0.963
13 O 1.1315 1.4374 1.5920  H11 0.973, H12 0.963
14 H -0.4210 1.2841 -1.7647  O16 0.970
15 H -1.5981 0.6999 -0.9287  O16 0.979
16 O -1.2757 1.5134 -1.3685  H14 0.970, H15 0.979

Calculated values
**Kohn-Sham gap**: 4.1 eV
**HOMO**: -8.545 eV

=====

Entry iii
Molecular formula: C2H10O2S2
Method: DFT, wB97M-V/def2-TZVPD

Bonds (Å) are listed after each position.
Positions of all 16 atoms, in Å:
1 C -1.0945 -1.5110 -1.9005  S2 1.822, H5 1.088, H6 1.087, H7 1.082
2 S -0.3498 0.0976 -2.3208  C1 1.822, S3 2.072
3 S 1.1922 -0.5324 -3.5536  S2 2.072, C4 1.836
4 C 2.5894 -0.1158 -2.4381  S3 1.836, H8 1.086, H9 1.081, H10 1.080
5 H -1.2287 -1.6311 -0.8272  C1 1.088
6 H -0.4514 -2.3200 -2.2369  C1 1.087
7 H -2.0403 -1.6065 -2.4174  C1 1.082
8 H 2.5248 -0.7973 -1.5955  C4 1.086
9 H 2.4444 0.9135 -2.1415  C4 1.081
10 H 3.5300 -0.3009 -2.9357  C4 1.080
11 O -3.8274 3.4479 4.4028  H12 0.959, H13 0.942
12 H -3.8230 2.6926 3.8116  O11 0.959
13 H -3.7495 3.0565 5.2566  O11 0.942
14 O 1.5860 -0.2355 2.6943  H15 0.964, H16 0.958
15 H 2.0415 -0.7239 3.3895  O14 0.964
16 H 0.6562 -0.4337 2.8124  O14 0.958

Calculated values
**SMILES**: CSSC.O.O
**Kohn-Sham gap**: 8.9 eV
**HOMO**: -8.523 eV

=====

Entry iv
Molecular formula: C2H10O2S2
Method: DFT, wB97M-V/def2-TZVPD

Bonds (Å) are listed after each position.
Positions of all 16 atoms, in Å:
1 C 0.9996 1.0375 0.8262  C2 1.522, H5 1.085, H6 1.099, H7 1.080
2 C 0.3203 1.2091 -0.5254  C1 1.522, S3 1.824, H8 1.097, H9 1.074
3 S 1.1535 0.0874 -1.6982  C2 1.824, S4 2.043
4 S 0.4936 0.7249 -3.5241  S3 2.043, H10 1.343
5 H 0.3014 1.0845 1.6549  C1 1.085
6 H 1.5613 0.0962 0.9013  C1 1.099
7 H 1.7650 1.7684 1.0424  C1 1.080
8 H -0.7265 0.8944 -0.4350  C2 1.097
9 H 0.3770 2.2061 -0.9205  C2 1.074
10 H -0.6240 -0.0128 -3.6288  S4 1.343
11 O -1.9623 0.0614 3.3350  H12 0.969, H13 0.961
12 H -1.4258 -0.2134 2.5768  O11 0.969
13 H -2.8693 0.1590 3.0321  O11 0.961
14 O -0.0139 -3.3679 -0.9303  H15 0.967, H16 0.963
15 H 0.9005 -3.2009 -1.1967  O14 0.967
16 H -0.2504 -2.5340 -0.5098  O14 0.963

Calculated values
**SMILES**: CCSS.O.O
**Kohn-Sham gap**: 9.8 eV
**HOMO**: -9.489 eV

=====

entry iv takes first place; second place is 14.7 kJ/mol up.